Below is 10 unconnected molecules or ions with the total composition C39H76O13 in a non-equilibrium geometry, with properties calculated with ωB97M-V/def2-TZVPD.

```
128
Properties=species:S:1:pos:R:3
C 1.6686 -2.2065 2.0172
O 1.1744 -0.9250 1.6024
C 0.4867 -0.8313 0.4918
O -0.0097 -1.7223 -0.1532
O 0.3226 0.4724 0.2592
C -0.4195 0.9345 -0.8565
H 0.8674 -2.8200 2.4304
H 2.4559 -2.0946 2.7506
H 2.0851 -2.7175 1.1509
H 0.1866 0.9791 -1.7601
H -0.7585 1.9565 -0.6762
H -1.3469 0.3686 -0.9696
C 2.6931 -5.4518 -1.8516
C 1.5079 -4.5170 -1.6502
C 1.1447 -4.8190 -0.2260
O 2.3936 -4.9540 0.4684
C 3.4056 -5.3299 -0.4676
H 3.3315 -5.2571 -2.7091
H 2.2803 -6.4614 -1.9226
H 0.6670 -4.7289 -2.3202
H 1.7225 -3.4641 -1.8546
H 0.6856 -5.8088 -0.1307
H 0.5851 -3.9825 0.1827
H 3.8651 -6.3076 -0.3120
H 4.1527 -4.5355 -0.4858
C -2.0076 4.6475 0.3424
C -2.5572 5.8561 -0.4256
C -3.2222 6.7280 0.6408
O -2.5168 6.4326 1.8249
C -2.2152 5.0327 1.8246
H -0.9278 4.6254 0.1989
H -2.4802 3.7040 0.0765
H -3.1784 5.6457 -1.2981
H -1.7258 6.4193 -0.8569
H -4.3066 6.5870 0.7378
H -3.0895 7.7897 0.4232
H -2.9193 4.3977 2.3719
H -1.2714 4.9897 2.3747
C 2.0226 2.5823 -3.7230
C 0.6859 3.2992 -3.6555
C 0.9849 4.7568 -3.9220
O 2.4137 4.8644 -3.7032
C 2.9471 3.6577 -3.1980
H 2.2613 2.3651 -4.7710
H 2.0099 1.6119 -3.2264
H 0.2370 3.2520 -2.6520
H -0.1114 2.8418 -4.2488
H 0.5442 5.4349 -3.1904
H 0.8148 5.1051 -4.9400
H 2.9857 3.5822 -2.0982
H 3.9998 3.6597 -3.4887
C 0.5386 -6.6573 3.2685
C 0.1502 -5.6201 4.3688
C 1.2434 -5.7970 5.4448
O 2.2240 -6.6806 4.9494
C 1.7851 -7.3653 3.7797
H 0.6770 -6.1650 2.3056
H -0.2427 -7.3994 3.1093
H -0.8819 -5.8810 4.5849
H 0.2077 -4.6077 3.9743
H 0.7577 -6.2010 6.3399
H 1.7239 -4.8399 5.6349
H 1.4924 -8.3736 4.1030
H 2.6024 -7.4586 3.0680
C -1.9845 -3.5283 -3.0022
C -1.1124 -2.4413 -3.6092
C -1.8820 -2.1000 -4.9236
O -3.1670 -2.6730 -4.8290
C -3.3774 -3.1865 -3.5267
H -2.0125 -3.5216 -1.9064
H -1.6992 -4.5509 -3.2580
H -0.1511 -2.8829 -3.8665
H -1.0175 -1.5845 -2.9476
H -1.3392 -2.4715 -5.7917
H -1.9162 -1.0057 -4.9683
H -4.0783 -4.0152 -3.5710
H -3.7876 -2.3798 -2.8964
C 2.9328 0.6220 3.9874
C 4.0687 -0.4158 3.9757
C 5.1630 0.1873 4.8751
O 4.8109 1.5428 5.1518
C 3.4403 1.7750 4.8932
H 2.0650 0.1823 4.4824
H 2.6251 1.0047 3.0195
H 4.4209 -0.6643 2.9804
H 3.7303 -1.3001 4.5183
H 6.1174 0.2552 4.3441
H 5.3411 -0.3266 5.8214
H 3.3405 2.6902 4.3113
H 2.9007 1.8354 5.8394
C -4.1477 1.2662 -2.6368
C -4.3833 2.7181 -2.2367
C -3.5211 3.5591 -3.1800
O -3.4842 2.7936 -4.3595
C -3.3868 1.4112 -4.0029
H -4.9781 0.6396 -2.9529
H -3.5089 0.7431 -1.9265
H -4.2026 2.9326 -1.1784
H -5.4436 2.9564 -2.3399
H -2.5237 3.8895 -2.8763
H -4.1455 4.4414 -3.3528
H -2.3239 1.1463 -3.9361
H -3.8515 0.8955 -4.8391
C 3.0957 4.0318 1.5246
C 3.6821 5.3113 0.9165
C 2.4503 5.9376 0.2569
O 1.7544 4.8342 -0.2842
C 1.8291 3.7893 0.6693
H 2.9785 4.1191 2.6001
H 3.7499 3.1724 1.3485
H 4.4643 5.1238 0.1833
H 4.0946 5.9843 1.6711
H 2.7636 6.6191 -0.5339
H 1.8314 6.4905 0.9739
H 1.7603 2.8175 0.1728
H 0.9307 3.7285 1.3128
O -5.5035 -3.4780 2.2872
C -4.7410 -2.7259 1.7655
O -3.6693 -2.1973 2.3973
C -2.6546 -1.8861 1.4069
C -3.4452 -1.4886 0.1537
C -4.7266 -2.2888 0.3076
H -2.0311 -2.7668 1.2580
H -2.1050 -1.0633 1.8563
H -2.9539 -1.7759 -0.7760
H -3.5107 -0.4003 0.1365
H -4.7237 -3.1675 -0.3377
H -5.6538 -1.7585 0.0906
```

Computed properties:
2S+1: 1
Lowest unoccupied orbital energy (eV): 0.23
Total charge: 0
HOMO-LUMO gap (eV): 9.69
E_HOMO (eV): -9.46
SMILES string: COC(=O)OC.O=C1CCCO1.C1CCOC1.C1CCOC1.C1CCOC1.C1CCOC1.C1CCOC1.C1CCOC1.C1CCOC1.C1CCOC1

Mulliken population analysis, charges in e, atoms 1 to 99:
1 C -0.27
2 O -0.19
3 C 0.50
4 O -0.15
5 O -0.43
6 C 0.70
7 H 0.16
8 H -0.11
9 H 0.18
10 H -0.02
11 H -0.37
12 H -0.12
13 C -0.89
14 C 0.10
15 C 0.11
16 O -0.37
17 C -0.53
18 H 0.39
19 H 0.33
20 H 0.05
21 H 0.08
22 H 0.49
23 H -0.36
24 H 0.29
25 H 0.32
26 C 1.82
27 C -0.45
28 C -0.60
29 O -0.42
30 C -0.56
31 H -1.13
32 H -0.22
33 H 0.10
34 H 0.20
35 H 0.28
36 H 0.36
37 H 0.28
38 H 0.27
39 C -0.64
40 C 0.52
41 C -0.45
42 O -0.48
43 C 0.11
44 H 0.30
45 H 0.32
46 H -0.61
47 H 0.46
48 H 0.12
49 H 0.32
50 H -0.33
51 H 0.37
52 C 0.45
53 C -0.12
54 C -0.44
55 O -0.43
56 C -0.45
57 H -0.64
58 H 0.42
59 H 0.33
60 H -0.18
61 H 0.23
62 H 0.35
63 H 0.25
64 H 0.28
65 C -0.53
66 C 0.45
67 C -0.32
68 O -0.47
69 C -0.20
70 H 0.22
71 H 0.44
72 H 0.34
73 H -0.57
74 H 0.33
75 H 0.10
76 H 0.37
77 H -0.03
78 C 0.24
79 C -0.40
80 C -0.43
81 O -0.44
82 C -0.03
83 H 0.23
84 H -0.17
85 H 0.34
86 H 0.04
87 H 0.21
88 H 0.28
89 H -0.12
90 H 0.31
91 C 0.41
92 C -0.47
93 C -0.12
94 O -0.53
95 C -0.11
96 H 0.49
97 H -0.74
98 H 0.29
99 H 0.32

***

Below is C5H11NO in the gas phase, with properties calculated with ωB97M-V/def2-TZVPD.

```
18
Properties=species:S:1:pos:R:3
O -2.0981 2.1068 -0.7494
C -2.0675 1.2762 0.1240
C -0.8722 0.3986 0.4162
C -0.0687 0.1756 -0.8572
C 1.1805 -0.6896 -0.7081
C 2.1498 -0.1543 0.3291
N -1.3703 -0.8177 1.0658
H -2.9540 1.1484 0.7637
H -0.2454 0.9004 1.1565
H 0.1839 1.1560 -1.2617
H -0.7519 -0.2691 -1.5891
H 0.8669 -1.7116 -0.4589
H 1.6176 -0.7529 -1.6989
H 2.5262 0.8331 0.0305
H 1.6925 -0.0829 1.3203
H 3.0354 -0.7735 0.4601
H -2.1645 -1.1975 0.5615
H -0.6601 -1.5460 1.0957
```

Computed properties:
2S+1: 1
ΔE to the lowest compared entry with this formula, charge and spin (kJ/mol): 104.4
Lowest unoccupied orbital energy (eV): 0.86
Total charge: 0
HOMO-LUMO gap (eV): 10.59
E_HOMO (eV): -9.72
SMILES string: CCC[C@H](N)C=O

Computed Mulliken charges, given in elementary charges:
1 O -0.48
2 C -0.25
3 C 0.21
4 C -0.66
5 C -0.44
6 C -1.09
7 N -0.64
8 H 0.40
9 H 0.24
10 H 0.32
11 H 0.33
12 H 0.31
13 H 0.31
14 H 0.28
15 H 0.27
16 H 0.36
17 H 0.25
18 H 0.26

***

Below is a molecular structure, C6H18F4KN2O16P2S4 in a non-equilibrium geometry, with properties calculated with ωB97M-V/def2-TZVPD.

```
53
Properties=species:S:1:pos:R:3
K 13.9695 9.8434 3.5336
N 15.2078 12.1086 3.0226
S 16.2574 12.5571 3.9660
O 15.9263 13.6569 4.8680
O 17.6513 12.2835 3.6659
F 16.0239 11.3524 4.9749
S 15.5888 13.4095 2.0021
O 16.7042 13.1541 1.0501
O 15.1951 14.7324 2.4240
F 14.3560 13.1009 0.9845
N 12.6593 8.1234 5.3772
S 13.4371 6.8562 6.2119
O 12.7439 5.5822 6.3546
O 14.5168 7.1543 7.1548
F 14.3481 6.5046 4.8982
S 11.9676 8.4913 6.6013
O 12.7276 9.2486 7.6272
O 10.8983 7.5945 7.0818
F 11.0211 9.7060 5.9272
C 18.0021 7.5488 4.9165
O 18.3381 7.7463 3.5178
P 17.2609 7.6099 2.2827
O 15.8752 7.9962 2.5748
O 18.0542 8.4921 1.1306
C 18.3426 9.8600 1.4046
O 17.4266 6.0370 1.8052
C 16.9613 4.9185 2.5330
H 18.3887 8.3822 5.5032
H 18.3384 6.6142 5.3653
H 16.9345 7.5341 5.1358
H 17.7074 10.2101 2.2183
H 18.1920 10.5118 0.5441
H 19.3940 9.8882 1.6908
H 17.8000 4.3703 2.9620
H 16.4365 4.1010 2.0385
H 16.3055 5.2179 3.3506
C 8.0102 11.5333 1.3118
O 8.9951 10.5654 1.5148
P 10.5656 11.0037 1.5546
O 11.4745 10.0342 2.2094
O 10.9539 11.2403 -0.0257
C 10.8969 10.2077 -0.9505
O 10.4394 12.4939 2.1839
C 10.7074 12.7016 3.6201
H 7.7828 11.9387 2.2977
H 7.0922 11.0756 0.9430
H 8.2442 12.3312 0.6070
H 11.8623 10.2335 -1.4560
H 10.1118 10.3294 -1.6967
H 10.8463 9.2644 -0.4066
H 11.2513 11.8708 4.0696
H 9.7546 12.8214 4.1356
H 11.2453 13.6176 3.8643
```

Computed properties:
2S+1: 2
Lowest unoccupied orbital energy (alpha / beta) (eV): -3.22 / -7.29
Total charge: 0
HOMO-LUMO gap (alpha / beta) (eV): 6.73 / 2.66
E_HOMO (alpha / beta) (eV): -9.95 / -9.95

Computed Mulliken charges, given in elementary charges:
1 K 1.27
2 N -0.04
3 S 0.95
4 O -0.63
5 O -0.59
6 F -0.33
7 S 0.90
8 O -0.56
9 O -0.54
10 F -0.29
11 N 0.17
12 S 1.02
13 O -0.52
14 O -0.48
15 F -0.23
16 S 0.98
17 O -0.32
18 O -0.38
19 F -0.26
20 C -0.41
21 O -0.29
22 P 0.74
23 O -0.36
24 O -0.41
25 C -0.19
26 O -0.42
27 C -0.38
28 H 0.34
29 H 0.29
30 H 0.00
31 H -0.08
32 H 0.26
33 H 0.25
34 H 0.29
35 H 0.29
36 H 0.02
37 C -0.66
38 O -0.34
39 P 1.05
40 O -0.64
41 O -0.30
42 C -0.71
43 O -0.30
44 C -0.42
45 H 0.23
46 H 0.29
47 H 0.31
48 H 0.26
49 H 0.24
50 H 0.34
51 H 0.02
52 H 0.29
53 H 0.29

***

Below is C8H8BrCl in the gas phase in a non-equilibrium geometry, with properties calculated with ωB97M-V/def2-TZVPD.

```
18
Properties=species:S:1:pos:R:3
C 0.5846 0.4457 -1.6461
C 0.0904 -0.8212 -1.6681
C 1.3019 -0.5463 0.3713
C -0.7753 0.3766 1.7762
C 0.8935 0.8636 -0.1950
C 0.1051 -1.2696 -0.1822
C -0.5867 0.9830 0.4254
C -1.0498 -0.4229 0.4803
Cl -1.4803 2.3949 -0.1291
Br -2.8541 -0.7733 0.0427
H 0.6430 1.1000 -2.5313
H -0.1259 -1.3364 -2.6235
H 2.0856 -0.7735 -0.3711
H 1.4581 -0.5584 1.4739
H 0.0125 0.3091 2.4067
H -1.7404 0.4987 2.3797
H 1.6067 1.8027 -0.0381
H -0.1689 -2.2727 0.0284
```

Computed properties:
2S+1: 1
ΔE to the lowest compared entry with this formula, charge and spin (kJ/mol): 193.5
Lowest unoccupied orbital energy (eV): 0.82
Total charge: 0
HOMO-LUMO gap (eV): 10.28
E_HOMO (eV): -9.46
SMILES string: Cl[C@@]12C[C@]1(Br)[C@H]1C=C[C@@H]2C1

Computed Mulliken charges, given in elementary charges:
1 C -0.48
2 C -0.60
3 C -1.12
4 C -0.95
5 C -0.01
6 C 0.09
7 C 0.41
8 C 0.13
9 Cl -0.20
10 Br -0.07
11 H 0.39
12 H 0.40
13 H 0.42
14 H 0.31
15 H 0.21
16 H 0.29
17 H 0.31
18 H 0.46